{
  "formula": "C8H19AlNO2",
  "method": "the ωB97M-V functional and the def2-TZVPD basis",
  "total_charge": -1,
  "lumo_ev": 2.95,
  "homo_lumo_gap_ev": 7.8,
  "homo_ev": -4.9,
  "e_above_lowest_kcal_mol": 21.5,
  "elements": ["C", "C", "Al", "O", "C", "C", "H", "H", "H", "H", "H", "H", "H", "H", "C", "C", "C", "O", "C", "N", "H", "H", "H", "H", "H", "H", "H", "H", "H", "H", "H"],
  "positions_angstrom": [[3.73518, 1.55111, -1.33793], [2.57473, 2.04556, -1.74836], [1.00895, 3.12037, -2.60454], [-0.18886, 3.77015, -1.32523], [-1.07697, 2.75234, -0.80519], [-1.70153, 1.75133, -1.90496], [4.85155, 1.41110, -1.07528], [0.37053, 2.20011, -3.72567], [1.62984, 4.41860, -3.33425], [-1.98416, 3.32336, -0.34102], [-0.62208, 2.14998, 0.08009], [-2.64206, 1.27395, -1.41964], [-0.95034, 0.90868, -2.15388], [-2.01739, 2.29914, -2.87938], [-0.19018, -3.37468, 2.22213], [0.80818, -2.26236, 1.90985], [0.17260, -0.85757, 1.85348], [-0.57272, -0.59552, 0.66866], [-1.88360, -1.13629, 0.66873], [1.50855, -2.58787, 0.66027], [-0.80274, -3.64591, 1.36030], [0.33876, -4.28113, 2.53113], [-0.85769, -3.08506, 3.03979], [1.54456, -2.25386, 2.72157], [0.98288, -0.12251, 1.85767], [-0.43446, -0.65366, 2.74482], [-2.33724, -1.12113, 1.66446], [-1.86692, -2.15292, 0.27017], [-2.49851, -0.53181, -0.00154], [2.24470, -1.89972, 0.51015], [0.85644, -2.41380, -0.10641]]
}

{
  "formula": "C8H19BNO8Pd",
  "method": "the ωB97M-V functional and the def2-TZVPD basis",
  "spin_multiplicity": 3,
  "total_charge": -3,
  "lumo_ev": 5.87,
  "homo_lumo_gap_ev": 4.4,
  "homo_ev": 1.5,
  "e_above_lowest_kcal_mol": 0.0,
  "elements": ["Pd", "B", "H", "H", "H", "H", "C", "O", "O", "O", "C", "O", "O", "O", "C", "O", "C", "C", "N", "C", "C", "O", "C", "H", "H", "H", "H", "H", "H", "H", "H", "H", "H", "H", "H", "H", "H", "H"],
  "positions_angstrom": [[-1.37628, -0.84397, -0.92284], [-1.80639, -4.78652, -2.32706], [-2.80286, -4.60420, -1.95549], [-1.63892, -4.31033, -3.28070], [-1.07797, -4.43949, -1.61068], [-1.82023, -5.86333, -2.39433], [-4.50875, 2.51529, -1.62658], [-3.37530, 2.81752, -1.30583], [-5.46735, 2.90894, -0.91546], [-4.74069, 1.30665, -1.71073], [-4.28332, -1.30435, 3.57136], [-3.40102, -1.73386, 2.86691], [-5.42386, -1.73450, 3.45464], [-4.34829, -0.06129, 3.58756], [1.37830, 1.74386, 4.48842], [2.10919, 0.85786, 3.67181], [2.19563, 1.51275, 2.34740], [2.89361, 0.56900, 1.30001], [2.16976, 0.77147, 0.00432], [2.86498, -0.04849, -0.97555], [2.29270, 0.29795, -2.28494], [0.88477, 0.43622, -2.38898], [0.21451, 0.48208, -3.63763], [1.74227, 1.53047, 5.49345], [0.31854, 1.50203, 4.40762], [1.75430, 2.76311, 4.39985], [2.68215, 2.48732, 2.38747], [1.16186, 1.60591, 2.01460], [2.88043, -0.47548, 1.61144], [3.93032, 0.89463, 1.38543], [2.36819, 1.73001, -0.24453], [2.91879, -1.10538, -0.71446], [3.86983, 0.37173, -0.93306], [2.61627, -0.46316, -2.99495], [2.75491, 1.19822, -2.68988], [0.79277, 0.91134, -4.45583], [-0.69536, 1.08228, -3.63764], [-0.02749, -0.52230, -3.98510]]
}

{
  "formula": "C8H19IN5O4P",
  "method": "the ωB97M-V functional and the def2-TZVPD basis",
  "smiles": "[H]/N=C/C[C@H]1CO[C@@H](P(O)I)C1.NC(N)=O.NC(N)=O",
  "lumo_ev": 0.01,
  "homo_lumo_gap_ev": 8.6,
  "homo_ev": -8.5,
  "elements": ["H", "N", "C", "C", "C", "C", "O", "C", "P", "O", "I", "C", "H", "H", "H", "H", "H", "H", "H", "H", "H", "H", "N", "C", "N", "O", "H", "H", "H", "H", "N", "C", "N", "O", "H", "H", "H", "H"],
  "positions_angstrom": [[6.47336, 0.28357, 0.79116], [5.92584, 1.13943, 0.96363], [5.29314, 1.38479, -0.12661], [4.32012, 2.60674, -0.30814], [2.85053, 2.10201, -0.50680], [2.37689, 0.84405, 0.34082], [1.03533, 0.67333, -0.18946], [0.48386, 2.01580, -0.36108], [-1.03181, 2.02973, 0.76592], [-0.79598, 0.86499, 2.00196], [-2.85630, 1.05764, -0.60097], [1.64786, 3.06681, -0.05163], [5.41931, 0.70904, -1.02011], [4.67277, 3.11290, -1.25134], [4.43991, 3.35887, 0.50896], [2.55688, 1.89061, -1.56641], [2.13627, 1.18335, 1.38958], [3.05723, -0.03388, 0.29524], [0.16355, 2.25923, -1.40657], [-1.14813, 0.04137, 1.62101], [1.85681, 3.28254, 1.03080], [1.72827, 3.93801, -0.74186], [-5.68042, -2.64619, 0.58927], [-5.72691, -2.12928, 1.84817], [-4.99271, -0.99777, 2.02697], [-6.37669, -2.64257, 2.74738], [-5.15157, -2.24136, -0.16239], [-6.20930, -3.48160, 0.41821], [-4.99893, -0.58604, 2.94244], [-4.45556, -0.56402, 1.29977], [-0.22496, -2.17689, -0.95094], [-1.32777, -2.54757, -1.65540], [-1.18849, -3.69264, -2.37838], [-2.36726, -1.90111, -1.64392], [0.63416, -2.69249, -0.94946], [-0.28544, -1.33274, -0.40837], [-1.98241, -3.99675, -2.91225], [-0.34781, -4.23766, -2.40388]]
}

{
  "formula": "C8H19INO2S",
  "method": "the ωB97M-V functional and the def2-TZVPD basis",
  "total_charge": 1,
  "lumo_ev": -5.16,
  "homo_lumo_gap_ev": 4.8,
  "homo_ev": -9.9,
  "elements": ["O", "C", "I", "C", "S", "O", "H", "H", "H", "H", "C", "C", "N", "C", "C", "C", "C", "H", "H", "H", "H", "H", "H", "H", "H", "H", "H", "H", "H", "H", "H", "H"],
  "positions_angstrom": [[5.28776, 1.78673, 0.66662], [4.66214, 1.16115, 1.45370], [2.57663, 0.71995, 1.28517], [5.29779, 0.61148, 2.74310], [4.79515, 1.79295, 4.03083], [4.85340, 1.03564, 5.43827], [4.91662, -0.36428, 2.99573], [6.37323, 0.61060, 2.68320], [5.91443, 2.55999, 4.06174], [4.58549, 0.11496, 5.31268], [-3.58168, 1.49023, -0.63152], [-2.24819, 0.77472, -0.77877], [-2.34647, -0.66312, -0.62053], [-1.05963, -1.31544, -0.49724], [-0.10473, -1.26889, -1.69880], [-3.31492, -1.32667, -1.47909], [-3.15441, -1.17598, -2.99772], [-4.04756, 1.25505, 0.32570], [-3.42706, 2.56842, -0.67797], [-4.27799, 1.22957, -1.42808], [-1.57657, 1.15015, 0.00047], [-1.79799, 1.06328, -1.74205], [-1.22057, -2.35903, -0.21521], [-0.54575, -0.86618, 0.36282], [-0.40977, -1.95903, -2.48210], [0.89706, -1.57308, -1.38235], [-0.02080, -0.26900, -2.12522], [-4.30778, -0.96582, -1.20342], [-3.32743, -2.38795, -1.22152], [-2.91951, -0.15163, -3.28915], [-4.08826, -1.44705, -3.49229], [-2.38264, -1.83174, -3.39702]]
}

{
  "formula": "C8H19IrN2OP",
  "method": "the ωB97M-V functional and the def2-TZVPD basis",
  "spin_multiplicity": 5,
  "total_charge": 1,
  "lumo_ev": [-2.29, -7.04],
  "homo_lumo_gap_ev": [5.8, 5.7],
  "homo_ev": [-8.1, -12.8],
  "elements": ["Ir", "H", "H", "P", "C", "H", "H", "H", "C", "H", "H", "H", "C", "H", "H", "H", "C", "O", "H", "H", "C", "C", "N", "C", "C", "N", "H", "H", "H", "H", "H", "H"],
  "positions_angstrom": [[0.25756, -0.34157, -0.36593], [0.85536, -2.41919, -1.06203], [1.23714, -1.76294, -1.21120], [1.84490, 1.18590, -0.42523], [1.86753, 2.32298, -1.85359], [2.80091, 2.90680, -1.78806], [1.81571, 1.76587, -2.79876], [0.99300, 2.98670, -1.84149], [2.26552, 2.31276, 0.94859], [2.44431, 1.73387, 1.86978], [3.15760, 2.91366, 0.68892], [1.39968, 2.97054, 1.13829], [3.35226, 0.20276, -0.66343], [3.21004, -0.41893, -1.56253], [4.20274, 0.88791, -0.75604], [3.46136, -0.45417, 0.21113], [-0.50857, 0.11022, -2.03840], [-0.96806, 0.51135, -3.03953], [1.23810, -0.60087, 0.99939], [-0.45333, 0.90113, 0.32601], [-0.35797, -3.19676, 1.27481], [-1.50786, -2.46550, 0.77740], [-1.54286, -1.26934, 0.19597], [-2.90176, -0.96922, -0.08706], [-3.61161, -2.07264, 0.29327], [-2.76021, -3.00623, 0.80227], [-0.64511, -3.53762, 2.28240], [-0.28678, -4.08186, 0.63504], [0.51358, -2.51908, 1.23856], [-3.30931, -0.06270, -0.55577], [-4.66113, -2.27068, 0.16599], [-2.94189, -3.96546, 1.10357]]
}

{
  "formula": "C8H19IrO7P2S3",
  "method": "the ωB97M-V functional and the def2-TZVPD basis",
  "total_charge": 2,
  "lumo_ev": -8.49,
  "homo_lumo_gap_ev": 7.5,
  "homo_ev": -16.0,
  "e_above_lowest_kcal_mol": 42.3,
  "elements": ["Ir", "C", "C", "S", "C", "C", "S", "C", "C", "S", "H", "H", "H", "H", "H", "H", "H", "H", "H", "H", "H", "H", "C", "C", "O", "P", "O", "O", "O", "P", "O", "O", "O", "H", "H", "H", "H", "H", "H", "H"],
  "positions_angstrom": [[0.07324, -0.33640, -0.66731], [3.10349, -0.88823, -0.19101], [2.65081, -1.09696, 1.23221], [0.88197, -0.67554, 1.48067], [0.20504, -2.27817, 2.07336], [-1.08688, -2.57501, 1.37561], [-1.05479, -2.29622, -0.40661], [0.10421, -3.47987, -1.13093], [1.57346, -3.18542, -0.91263], [1.91397, -1.47403, -1.41151], [4.08537, -1.33349, -0.36128], [3.18046, 0.17324, -0.43499], [3.22587, -0.42946, 1.87559], [2.80372, -2.10544, 1.61076], [0.01115, -2.17384, 3.14169], [0.96505, -3.04480, 1.94997], [-1.87870, -1.89539, 1.69763], [-1.42554, -3.59389, 1.57667], [-0.13976, -3.44236, -2.19568], [-0.16908, -4.47448, -0.77337], [2.16257, -3.83257, -1.56438], [1.90685, -3.35480, 0.10648], [-2.46120, 1.88056, -4.42660], [-1.79892, 1.17180, -3.26112], [-1.63222, -0.19984, -3.61782], [-2.67932, 1.27359, -1.66212], [-3.16554, 2.70935, -1.33153], [-3.99618, 0.43000, -1.73034], [-1.75339, 0.62992, -0.63477], [-0.21846, 2.00459, -2.76450], [0.57021, 2.41889, -4.05694], [-0.55501, 3.11292, -1.84861], [0.65709, 0.82511, -2.14048], [-3.42266, 1.41676, -4.64709], [-1.83176, 1.77600, -5.30835], [-2.61510, 2.93781, -4.21110], [-1.35108, -0.72212, -2.85909], [-2.42206, 3.32865, -1.17330], [-4.81462, 0.90437, -1.93608], [0.63877, 3.37352, -4.19989]]
}

{
  "formula": "C8H19N",
  "method": "the ωB97M-V functional and the def2-TZVPD basis",
  "smiles": "CCC(C)(C)C.[H]/N=C\\C",
  "lumo_ev": 0.86,
  "homo_lumo_gap_ev": 10.5,
  "homo_ev": -9.7,
  "e_above_lowest_kcal_mol": 30.5,
  "elements": ["C", "C", "C", "C", "C", "C", "H", "H", "H", "H", "H", "H", "H", "H", "H", "H", "H", "H", "H", "H", "H", "N", "C", "C", "H", "H", "H", "H"],
  "positions_angstrom": [[-0.06087, 2.08080, 0.86370], [-0.71762, 1.15643, -0.15935], [-1.16300, -0.35193, 0.27256], [-1.70157, -0.98280, -1.01538], [-2.28604, -0.17564, 1.29196], [-0.12147, -1.30031, 0.88692], [-0.63782, 2.10354, 1.78703], [-0.03775, 3.09438, 0.46245], [0.95715, 1.79526, 1.11403], [-1.68653, 1.60362, -0.40460], [-0.20652, 1.19115, -1.12363], [-2.44751, -0.34125, -1.48176], [-2.16950, -1.94420, -0.80721], [-0.89548, -1.14553, -1.72909], [-2.75767, -1.13258, 1.51549], [-1.89158, 0.22965, 2.22062], [-3.05509, 0.50079, 0.92219], [0.82451, -0.79570, 1.11608], [-0.49709, -1.71897, 1.81706], [0.11324, -2.12489, 0.21692], [3.96910, 0.39236, 0.28900], [2.98024, 0.60444, 0.42210], [2.21101, 0.12806, -0.44744], [2.49296, -0.66778, -1.67917], [1.15895, 0.42173, -0.37323], [2.04112, -1.65410, -1.57390], [2.02542, -0.18086, -2.53431], [3.55943, -0.78565, -1.86905]]
}

{
  "formula": "C8H19N2",
  "method": "the ωB97M-V functional and the def2-TZVPD basis",
  "total_charge": 1,
  "lumo_ev": -3.60,
  "homo_lumo_gap_ev": 8.3,
  "homo_ev": -11.9,
  "e_above_lowest_kcal_mol": 54.8,
  "elements": ["C", "C", "C", "C", "C", "C", "C", "C", "N", "N", "H", "H", "H", "H", "H", "H", "H", "H", "H", "H", "H", "H", "H", "H", "H", "H", "H", "H", "H"],
  "positions_angstrom": [[-4.10785, 0.13833, 0.62395], [-3.38997, 0.59252, -0.64801], [-2.59720, -0.03926, 0.42484], [0.67803, 1.38353, -0.88384], [0.72288, -1.09840, -1.10015], [3.21442, 1.18698, 0.72662], [3.02399, -1.13835, 0.78255], [1.35370, 0.10297, -0.54896], [2.43846, 0.05835, 0.18165], [-1.90041, -1.19976, 0.22586], [-4.42761, 0.97172, 1.32002], [-4.82737, -0.75365, 0.61882], [-3.79091, 0.09196, -1.56308], [-3.31297, 1.68404, -0.73073], [1.31156, 1.95212, -1.61914], [0.43773, 2.02371, 0.02988], [-0.26512, 1.16329, -1.30752], [1.28890, -1.27698, -1.95269], [0.92180, -2.00002, -0.45738], [-1.96321, 0.76094, 1.04587], [3.10205, 1.24999, 1.83458], [4.26551, 1.03301, 0.46708], [2.77805, 2.12170, 0.19189], [3.57378, -1.67414, 0.06359], [3.70520, -0.86705, 1.51516], [2.35068, -1.82414, 1.21911], [-1.84795, -1.65573, 1.09374], [-0.33295, -1.05125, -1.31298], [-2.40323, -1.93642, -0.24069]]
}